DFT (ωB97M-V with the def2-TZVPD basis set) results for a 2-piece molecular cluster, C3H12N2O2 overall.

## Properties
Energy above the lowest of the compared OMol25 structures with the same formula, charge and spin (kcal/mol): 19.02
Electronic energy (eV): -10380.7250
LUMO (eV): 0.8
Net charge: 0
Gap between HOMO and LUMO (eV): 10.606

```
19
Properties=species:S:1:pos:R:3:forces:R:3
C 0.911 -0.424 1.420 0.23 0.44 -0.23
C 0.922 0.948 0.737 -0.43 -0.14 0.23
N 0.267 2.002 1.517 0.21 0.15 0.06
N 0.277 0.838 -0.558 -0.06 -0.26 -0.20
O 2.257 1.311 0.570 0.36 0.00 0.01
H 1.503 -1.114 0.826 0.03 -0.14 -0.05
H 1.359 -0.340 2.406 -0.02 -0.01 0.08
H -0.105 -0.799 1.506 -0.13 -0.04 0.03
H -0.671 1.724 1.784 0.01 0.03 -0.02
H 0.796 2.177 2.366 -0.07 -0.08 0.00
H 0.339 1.727 -1.046 -0.06 -0.04 0.10
H -0.709 0.633 -0.426 -0.05 0.04 -0.07
H 2.288 2.188 0.169 -0.06 0.03 0.07
C -1.817 -1.904 -2.131 0.03 -0.01 -0.30
O -1.310 -1.718 -0.833 0.37 0.11 0.47
H -2.846 -2.236 -2.023 -0.06 -0.02 -0.08
H -1.252 -2.666 -2.678 -0.09 0.02 -0.03
H -1.802 -0.972 -2.707 -0.05 -0.05 -0.04
H -0.406 -1.375 -0.898 -0.19 -0.02 -0.05
```
Forces are in eV/Å.

And the Mulliken charges, in e, turn out to be: -1.5550, 1.1099, -0.6969, -0.6521, -0.5678, 0.3465, 0.3959, 0.3595, 0.2240, 0.2274, 0.2486, 0.2277, 0.3463, -0.5740, -0.4878, 0.2232, 0.2528, 0.2610, 0.3108